Record 1
Formula: C2H6F4N2P2S2
Source: the OMol25 dataset
Level of theory: ωB97M-V/def2-TZVPD

```
18
Properties=species:S:1:pos:R:3
C -1.422 -0.650 -1.230
C -1.673 0.222 0.964
N -1.044 -0.646 0.157
N 0.915 -0.031 -0.151
F 2.317 2.062 -0.787
F 1.980 1.601 1.440
F 1.239 -1.908 1.376
F 1.111 -2.318 -0.886
P 1.107 1.542 0.137
P 1.885 -1.297 0.063
S -0.310 2.893 0.130
S 3.782 -1.081 -0.047
H -1.980 -1.538 -1.428
H -2.004 0.346 -1.582
H -0.511 -0.775 -1.704
H -1.629 -0.021 1.989
H -1.003 1.125 0.956
H -2.757 0.474 0.602
```

Values from the calculation:
- HOMO-LUMO gap (spin up / spin down): 7.41 / 7.41 eV
- LUMO energy (spin up / spin down): -2.239 / -2.237 eV
- Total energy: -56271.82153 eV

These are the natural (NBO) partial charges, in e, on atoms 1 to 6:
1 C -0.474
2 C -0.534
3 N -0.022
4 N -1.361
5 F -0.552
6 F -0.556

Record 2
Formula: C5H11N
Source: the OMol25 dataset
Level of theory: ωB97M-V/def2-TZVPD

```
17
Properties=species:S:1:pos:R:3
C -2.039 -1.518 0.664
C -2.716 -1.717 -0.682
C -3.223 -2.858 -1.138
H -2.865 -1.521 1.393
H -1.346 -2.327 0.843
H -1.624 -0.528 0.795
H -2.944 -0.780 -1.179
H -3.611 -2.849 -2.149
H -3.151 -3.805 -0.623
C 4.056 2.556 0.331
C 2.952 1.833 0.512
N 1.622 2.276 0.224
H 4.137 3.497 -0.188
H 5.028 2.105 0.496
H 2.892 0.995 1.189
H 1.669 3.147 -0.270
H 1.163 1.492 -0.218
```

Values from the calculation:
- HOMO-LUMO gap: 9.52 eV
- LUMO energy: 0.885 eV
- Total energy: -6851.51770 eV
- SMILES string: C=CC.C=CN

These are the natural (NBO) partial charges, in e, on atoms 1 to 6:
1 C -0.662
2 C -0.161
3 C -0.416
4 H 0.223
5 H 0.219
6 H 0.216

Record 3
Formula: C5H12O
Source: the OMol25 dataset
Level of theory: ωB97M-V/def2-TZVPD

```
18
Properties=species:S:1:pos:R:3
C -0.329 1.907 1.356
C -0.210 0.888 0.224
C 0.942 0.763 -0.458
C 1.244 -0.311 -1.483
C -1.419 0.042 0.048
H -1.183 2.549 1.157
H -0.359 1.377 2.303
H 0.585 2.491 1.300
H 1.699 1.422 -0.040
H 0.481 -1.077 -1.334
H 2.242 -0.728 -1.424
H 1.026 0.058 -2.488
H -2.326 0.599 -0.217
H -1.317 -0.601 -0.832
H -1.657 -0.588 0.903
H 0.333 -3.542 -0.117
H 0.427 -2.253 0.589
O -0.179 -2.997 0.514
```

Values from the calculation:
- HOMO-LUMO gap: 9.81 eV
- LUMO energy: 0.843 eV
- Total energy: -7426.37552 eV
- SMILES string: CC=C(C)C.O

These are the natural (NBO) partial charges, in e, on atoms 1 to 6:
1 C -0.631
2 C 0.031
3 C -0.215
4 C -0.657
5 C -0.665
6 H 0.212

Record 4
Formula: C3H3NO2S2
Source: the OMol25 dataset
Level of theory: ωB97M-V/def2-TZVPD

```
11
Properties=species:S:1:pos:R:3
C -0.198 -2.343 0.464
C 0.721 0.977 0.123
C 0.098 2.198 -0.512
H 0.419 -3.121 0.918
H -0.956 -0.173 -0.361
H 0.703 3.105 -0.523
N -0.121 -0.071 0.242
O 0.508 -1.247 0.601
O 1.893 1.017 0.441
S -1.669 -2.575 -0.255
S -1.399 2.234 -1.137
```

Values from the calculation:
- HOMO-LUMO gap: 8.10 eV
- LUMO energy: -1.608 eV
- Total energy: -30412.27319 eV
- SMILES string: O=C(C=S)NOC=S

These are the natural (NBO) partial charges, in e, on atoms 1 to 6:
1 C 0.063
2 C 0.560
3 C -0.344
4 H 0.205
5 H 0.434
6 H 0.231

Record 5
Formula: C56H73N10O5PSSi
Source: the OMol25 dataset
Level of theory: ωB97M-V/def2-TZVPD

```
147
Properties=species:S:1:pos:R:3
C 2.880 -2.378 8.543
Si 2.635 -2.793 6.694
C 4.226 -3.770 6.150
C 1.182 -4.027 6.548
O 2.548 -1.422 5.639
C 1.190 -1.073 5.268
C 0.604 -1.886 4.013
C -0.299 -1.035 3.019
C -1.424 -0.046 3.431
C -1.782 0.214 4.965
N -1.143 1.542 5.332
C -2.294 0.720 2.371
N -3.382 1.630 2.788
C -2.079 0.529 0.833
C -0.962 -0.454 0.414
C -0.082 -1.220 1.469
N 0.976 -2.172 1.065
C 2.198 -1.494 0.499
C 2.291 0.080 0.771
C 3.725 0.557 0.158
C 3.659 0.406 -1.464
O 3.759 1.722 -2.101
C 0.515 -3.151 0.058
C -0.249 -2.712 -1.248
C -0.687 -3.738 -2.316
C -0.378 -5.245 -2.053
C 0.345 -5.684 -0.735
P 0.605 -7.546 -0.527
N -0.738 -8.265 -1.101
C 0.814 -4.654 0.331
C 1.560 -5.078 1.702
O 2.604 -6.050 1.438
C 3.839 -5.420 1.083
O 3.855 -4.942 -0.299
C 5.224 -4.718 -0.722
C 5.342 -4.133 -2.211
O 5.593 -2.689 -2.242
S -0.561 -0.873 -1.364
H 3.495 -3.253 8.992
H 1.901 -2.368 9.159
H 3.508 -1.437 8.746
H 5.116 -3.077 6.339
H 4.132 -3.889 5.005
H 4.302 -4.779 6.682
H 1.182 -4.407 5.454
H 0.187 -3.549 6.851
H 1.310 -4.974 7.191
H 1.058 0.064 5.126
H 0.524 -1.337 6.180
H 1.492 -2.415 3.514
H -0.068 -2.739 4.414
H -1.449 -0.629 5.659
H -2.923 0.322 5.025
H -1.793 2.300 5.070
H -0.933 1.565 6.342
H -3.912 1.858 1.932
H -3.001 2.505 3.190
H -2.682 1.058 0.028
H 3.119 -1.972 1.016
H 2.245 -1.772 -0.618
H 2.242 0.382 1.870
H 1.511 0.709 0.218
H 4.595 -0.091 0.509
H 3.920 1.676 0.338
H 2.679 -0.064 -1.823
H 4.513 -0.265 -1.867
H 3.267 1.723 -2.950
H -1.205 -3.356 -3.252
H -0.707 -5.979 -2.866
H 0.673 -7.856 0.885
H 1.749 -8.060 -1.216
H -0.471 -8.909 -1.859
H 0.800 -5.464 2.482
H 2.077 -4.174 2.204
H 4.651 -6.245 1.123
H 4.178 -4.599 1.805
H 5.768 -5.721 -0.662
H 5.682 -3.959 0.005
H 4.456 -4.404 -2.884
H 6.283 -4.623 -2.676
H 6.255 -2.525 -1.536
N -6.240 -5.290 -0.599
C -5.179 -4.824 0.078
C -3.936 -5.436 0.082
C -3.777 -6.602 -0.653
C -4.858 -7.108 -1.362
C -6.058 -6.419 -1.304
H -5.354 -3.912 0.640
H -3.113 -5.013 0.645
H -2.817 -7.112 -0.675
H -4.769 -8.016 -1.946
H -6.932 -6.772 -1.843
N -2.914 5.391 2.827
C -1.698 4.938 3.171
C -0.733 5.715 3.790
C -1.037 7.039 4.069
C -2.286 7.534 3.722
C -3.183 6.675 3.109
H -1.507 3.897 2.928
H 0.232 5.296 4.048
H -0.307 7.680 4.552
H -2.556 8.563 3.924
H -4.174 7.014 2.822
N 0.163 6.558 -0.345
C -0.489 5.433 -0.010
C -0.143 4.173 -0.472
C 0.939 4.065 -1.334
C 1.630 5.210 -1.699
C 1.207 6.424 -1.180
H -1.329 5.568 0.663
H -0.704 3.298 -0.166
H 1.241 3.096 -1.718
H 2.479 5.161 -2.370
H 1.718 7.348 -1.434
N -4.777 0.318 -6.228
C -3.831 1.270 -6.274
C -2.644 1.214 -5.561
C -2.419 0.112 -4.749
C -3.380 -0.887 -4.681
C -4.533 -0.738 -5.436
H -4.055 2.113 -6.920
H -1.915 2.011 -5.638
H -1.503 0.032 -4.174
H -3.237 -1.760 -4.056
H -5.312 -1.493 -5.419
N 0.738 4.033 -5.317
C 0.483 5.322 -5.604
C 1.320 6.123 -6.364
C 2.493 5.568 -6.855
C 2.782 4.240 -6.572
C 1.879 3.521 -5.807
H -0.443 5.712 -5.195
H 1.062 7.155 -6.566
H 3.175 6.163 -7.452
H 3.689 3.775 -6.939
H 2.060 2.479 -5.563
N -2.171 7.231 -4.136
C -2.968 6.157 -4.016
C -4.313 6.153 -4.352
C -4.871 7.327 -4.836
C -4.071 8.452 -4.968
C -2.737 8.353 -4.608
H -2.486 5.264 -3.630
H -4.908 5.255 -4.237
H -5.921 7.364 -5.108
H -4.474 9.385 -5.342
H -2.069 9.204 -4.697
```

Values from the calculation:
- HOMO-LUMO gap: 7.92 eV
- LUMO energy: -0.182 eV
- Total energy: -112384.28778 eV
- SMILES string: C[Si](C)(C)OCCc1c(CN)c(N)cc2c1N(CCCCO)c1c(ccc([PH2]=N)c1COCOCCO)S2.c1ccncc1.c1ccncc1.c1ccncc1.c1ccncc1.c1ccncc1.c1ccncc1

These are the Mulliken partial charges, in e, on atoms 1 to 6:
1 C -0.983
2 Si 0.472
3 C -0.647
4 C -0.646
5 O -0.580
6 C -0.281

Record 6
Formula: C4H11N2O2
Source: the OMol25 dataset
Level of theory: ωB97M-V/def2-TZVPD

```
19
Properties=species:S:1:pos:R:3
C -0.064 -0.238 -2.614
C -0.435 0.019 -1.257
C -1.509 -0.623 -0.507
N -1.171 -0.413 0.849
C -0.237 0.545 0.924
N 0.279 0.747 -0.353
H 0.957 -0.606 -2.822
H 0.104 0.670 -3.283
H -0.851 -0.916 -3.042
H -2.221 -1.353 -0.745
H -1.504 -1.012 1.647
H 0.270 0.919 1.782
H 1.058 1.415 -0.537
H 0.272 -2.600 3.419
H 0.006 -3.425 2.287
O 0.076 -2.442 2.457
H 2.219 2.759 1.005
H 1.263 3.796 0.337
O 1.488 2.758 0.452
```

Values from the calculation:
- HOMO-LUMO gap: 10.12 eV
- LUMO energy: -2.744 eV
- Total charge: +1
- Total energy: -11394.79820 eV

These are the natural (NBO) partial charges, in e, on atoms 1 to 6:
1 C -0.688
2 C 0.182
3 C -0.074
4 N -0.460
5 C 0.246
6 N -0.479

Record 7
Formula: C7H8O
Source: the OMol25 dataset
Level of theory: ωB97M-V/def2-TZVPD

```
16
Properties=species:S:1:pos:R:3
C -1.886 -0.260 0.004
C -0.314 -0.369 -0.048
C 0.506 0.590 -0.094
C 0.219 2.060 -0.131
C 1.831 -0.112 0.009
C 1.460 -1.641 -0.277
C 0.209 -1.848 -0.045
H -2.057 -0.497 1.247
H -2.363 0.742 -0.555
H -2.776 -1.256 -0.346
H 0.150 2.440 1.129
H 1.093 2.432 -0.658
H -0.725 2.325 -0.579
H 2.226 -2.278 -0.242
H -0.481 -2.600 0.460
O 2.910 0.273 0.125
```

Values from the calculation:
- HOMO-LUMO gap: 9.19 eV
- LUMO energy: 0.132 eV
- Total energy: -9430.87773 eV

These are the natural (NBO) partial charges, in e, on atoms 1 to 6:
1 C -0.694
2 C 0.064
3 C -0.214
4 C -0.606
5 C 0.589
6 C -0.270

Record 8
Formula: C6H12N
Source: the OMol25 dataset
Level of theory: ωB97M-V/def2-TZVPD

```
19
Properties=species:S:1:pos:R:3
C 2.017 1.129 -0.081
C 1.167 0.092 -0.752
C 0.403 -0.262 0.488
C 0.524 1.169 0.045
C -0.476 2.250 -0.135
C -0.793 -2.391 0.136
N -0.911 -0.928 0.305
H 2.624 0.846 0.770
H 2.473 1.876 -0.713
H 1.137 -0.291 -1.748
H 0.909 -0.636 1.373
H -1.427 1.879 -0.515
H -0.091 2.982 -0.842
H -0.655 2.764 0.809
H -0.180 -2.610 -0.736
H -0.318 -2.826 1.013
H -1.775 -2.842 0.006
H -1.511 -0.723 1.114
H -1.358 -0.520 -0.527
```

Values from the calculation:
- HOMO-LUMO gap: 10.53 eV
- LUMO energy: -3.314 eV
- Total charge: +1
- Total energy: -7898.13191 eV
- SMILES string: C[NH2+][C@H]1[C@@H]2C[C@@]21C

These are the natural (NBO) partial charges, in e, on atoms 1 to 6:
1 C -0.358
2 C -0.246
3 C -0.075
4 C -0.012
5 C -0.624
6 C -0.423

Question: Which of these has the highest total energy?
Answer: C5H11N

Question: total energy of number 7 (C7H8O)?
Answer: -9430.87773 eV

Question: The lowest total energy belongs to which entry?
Answer: C56H73N10O5PSSi

Question: What is the total energy in the fifth record?
Answer: -112384.28778 eV